[1]
Here is 9 unconnected molecules or ions with the total composition C15H48N6O15 from OMol25. Energies are from wB97M-V/def2-TZVPD.

Each line ends with the Mulliken charge.
Geometry (Å):
N 2.07470 -1.10848 -3.62003  -0.280
C 1.10841 -1.93793 -3.28959  0.636
N -0.17425 -1.56716 -3.61554  -0.336
O 1.35651 -2.98479 -2.74412  -0.759
H 3.02160 -1.28537 -3.37801  0.231
H 1.86925 -0.14365 -3.68485  0.170
H -0.43537 -0.69590 -4.02947  0.242
H -0.92171 -1.97121 -3.14427  0.188
N -0.66902 2.61882 -2.48113  -0.178
C 0.61572 2.82986 -2.96575  0.575
N 1.06074 4.09692 -2.99999  -0.360
O 1.30368 1.88436 -3.45831  -0.747
H -0.84610 1.70524 -2.12972  -0.148
H -1.06492 3.35367 -1.96289  0.305
H 0.36161 4.86172 -2.77438  0.235
H 1.89413 4.21866 -3.60268  0.290
N 0.38693 0.14113 -0.31909  1.008
C -0.88656 -0.23828 -0.54768  0.520
N -1.65538 -0.48454 0.68678  -0.079
O -1.44790 -0.15497 -1.60079  -0.773
H 0.86249 -0.46375 0.36689  0.042
H 1.01030 0.28784 -1.12933  -0.392
H -2.48668 -1.01971 0.63291  0.075
H -1.07179 -0.58924 1.48270  0.145
O 3.42075 1.47563 -1.27845  -0.366
C 4.41494 2.21447 -1.86771  -0.203
C 5.70224 1.61058 -1.51007  -0.681
O 6.04213 1.82340 -0.13486  -0.572
H 2.61678 1.55860 -1.84207  0.020
H 4.42265 2.17976 -2.98768  0.292
H 4.48331 3.20618 -1.49979  0.280
H 6.50730 2.05254 -2.05739  0.363
H 5.61432 0.52949 -1.73997  0.280
H 5.37964 1.53811 0.52991  0.321
O 0.87023 0.69276 5.84689  -0.519
C 1.44003 -0.52038 5.40640  -0.549
C 0.66876 -1.02758 4.18803  -0.334
O 0.66836 -0.06853 3.16127  -0.307
H 1.56874 1.26379 6.19612  0.321
H 2.49105 -0.44465 5.11120  0.335
H 1.42101 -1.36713 6.13982  0.301
H -0.38810 -1.21631 4.57755  0.234
H 1.20805 -1.84203 3.69187  0.248
H 0.37511 0.77846 3.52038  0.257
O -4.04689 -0.39805 -1.48203  -0.660
C -4.60794 0.62237 -0.68421  -0.602
C -4.20811 2.00828 -0.95271  -0.557
O -2.91344 2.19373 -0.48912  -0.313
H -3.13438 -0.22762 -1.71345  0.416
H -5.69961 0.60436 -0.73824  0.449
H -4.26067 0.46660 0.35273  0.307
H -4.84921 2.73939 -0.45898  0.336
H -4.23733 2.22563 -2.03629  0.307
H -2.79768 1.53439 0.26320  0.190
O 1.32246 -2.54873 0.00132  -0.282
C 0.90641 -3.72609 0.65312  -0.145
C 2.06959 -4.26069 1.56478  -0.631
O 2.56985 -3.25605 2.41214  -0.511
H 1.61662 -2.71085 -0.87490  0.140
H -0.01642 -3.50675 1.23210  0.117
H 0.66609 -4.55110 -0.02225  0.340
H 2.82393 -4.81250 0.92480  0.315
H 1.63798 -4.99840 2.28325  0.345
H 2.92642 -2.64286 1.76404  0.297
O 0.30493 2.50562 1.45793  -0.301
C 0.86751 3.72317 1.02884  0.097
C -0.24443 4.71895 0.87309  -0.878
O -1.17097 4.66136 -0.20359  -0.521
H 0.75966 1.71581 1.12956  0.158
H 1.52804 4.15575 1.82033  0.326
H 1.51166 3.67787 0.13943  0.009
H 0.20835 5.70236 0.80267  0.411
H -0.74692 4.81554 1.86255  0.344
H -1.90637 4.08540 0.02114  0.279
O -4.42195 -4.12390 2.31074  -0.532
C -3.86578 -4.69129 1.14988  -0.325
C -4.19747 -4.01027 -0.05743  -0.526
O -3.68794 -2.68583 -0.00700  -0.429
H -4.90469 -3.34747 1.99353  0.330
H -2.78013 -4.73361 1.31856  0.145
H -4.21769 -5.74887 1.03969  0.304
H -5.27915 -4.08240 -0.13974  0.384
H -3.74224 -4.60323 -0.84766  0.348
H -3.97584 -2.28044 -0.83492  0.184

Computed properties:
- energy above the lowest of the compared OMol25 structures with the same formula, charge and spin (kJ/mol) = 9.7
- lowest unoccupied orbital energy (Eh) = 0.0176
- E (eV) = -55986.92716

[2]
Here is C4H6N2 in the gas phase from OMol25. Energies are from wB97M-V/def2-TZVPD.

Each line ends with the natural charge from an NBO analysis.
Geometry (Å):
C 0.44937 1.48809 0.61443  -0.401
N 0.00328 0.18386 0.21213  -0.347
C -0.29215 -0.12596 -1.08904  -0.122
C -0.49406 -1.47287 -1.10204  -0.089
N -0.34342 -2.00308 0.15035  -0.459
C -0.04244 -0.97863 0.90941  0.168
H 1.14253 1.79502 -0.20036  0.214
H -0.37637 2.19429 0.77796  0.207
H 1.00964 1.41356 1.54553  0.214
H -0.47439 0.62800 -1.84096  0.216
H -0.73566 -2.09353 -1.94880  0.205
H 0.15366 -1.02876 1.97140  0.193

Computed properties:
- energy above the lowest of the compared OMol25 structures with the same formula, charge and spin (kJ/mol) = 42.9
- lowest unoccupied orbital energy (Eh) = 0.0322
- E (eV) = -7225.14603

[3]
Here is 12 unconnected molecules or ions with the total composition C12H48N16O12 from OMol25. Energies are from wB97M-V/def2-TZVPD.

Each line ends with the Mulliken charge.
Geometry (Å):
N -1.90503 -1.23040 -3.86507  -0.103
C -1.57603 -2.16040 -4.73807  0.321
N -0.31103 -2.31140 -5.01107  -0.229
O -2.49703 -2.69240 -5.58107  -0.778
H -2.90603 -1.06340 -3.68607  0.189
H -1.25503 -0.85840 -3.09507  0.457
H -0.24303 -3.15840 -5.58107  0.233
H 0.41797 -1.97840 -4.32307  0.274
N -3.83603 -0.10840 1.82493  -0.022
C -4.18203 -0.71140 0.74293  -0.016
N -3.63603 -0.19540 -0.29107  -0.175
O -4.94803 -1.89340 0.77193  -0.741
H -4.12603 -0.44340 2.70493  0.319
H -2.86003 0.34160 1.84893  -0.017
H -3.59503 0.83560 -0.29307  0.408
H -3.83503 -0.59740 -1.21607  0.172
N 1.39397 -2.42840 1.07693  0.079
C 1.78097 -2.47640 2.27093  0.313
N 2.60397 -1.49140 2.61393  -0.190
O 1.33597 -3.47040 2.99493  -0.771
H 0.61697 -3.09340 0.90293  0.292
H 1.41397 -1.65340 0.39093  -0.191
H 2.72897 -1.38140 3.60493  0.281
H 2.77397 -0.57040 2.13293  0.206
N -0.28203 0.06760 -1.95707  0.165
C 0.06997 -0.05040 -0.77207  -0.495
N -0.85003 -0.07540 0.21393  1.745
O 1.38297 -0.24140 -0.42707  -0.095
H 0.66997 0.27660 -2.42707  -0.045
H -1.00503 0.78560 -2.13607  0.198
H -0.47903 -0.26740 1.15093  -0.526
H -1.88703 -0.09340 -0.01507  -0.521
N 0.10897 1.60360 4.67093  -0.362
C -0.88103 2.19360 4.02893  -0.036
N -0.92803 3.44460 4.27093  -0.370
O -1.79003 1.54660 3.11493  -0.562
H 0.09997 0.55460 4.53993  0.380
H 0.95497 2.13060 5.04293  0.286
H -1.58403 3.80260 3.58293  0.259
H -0.19603 4.06860 4.76893  0.264
N 1.67297 1.49560 2.12393  0.618
C 2.88897 1.46860 2.48193  0.242
N 3.53997 0.84260 1.53693  -0.307
O 3.35497 1.99460 3.65693  -0.815
H 1.04797 1.84960 2.83093  0.115
H 1.28897 1.21560 1.25793  -0.563
H 4.54097 0.63760 1.79293  0.263
H 3.17297 0.52060 0.64093  0.132
N 2.08997 -1.20040 -4.15107  -0.299
C 1.91297 0.05160 -4.31707  0.232
N 1.87397 0.72060 -3.18107  -0.148
O 1.42197 0.61760 -5.56607  -0.718
H 2.25197 -1.83540 -4.96507  0.383
H 2.33397 -1.57640 -3.17907  0.172
H 1.52097 1.68960 -3.36007  0.219
H 2.59897 0.42660 -2.47807  0.120
N -3.78203 2.02160 -2.43807  -0.202
C -2.87303 2.43860 -1.67307  0.160
N -3.31703 2.54760 -0.44407  -0.491
O -1.53803 2.49260 -2.08007  -0.657
H -3.54603 1.91960 -3.38207  0.264
H -4.70603 1.69860 -2.15607  0.250
H -2.59803 2.91760 0.14993  0.242
H -4.24103 2.79160 -0.01807  0.287
C 4.53997 -0.73340 -1.00507  -0.755
O 3.97797 0.45260 -1.46907  -0.476
H 3.92097 -1.30940 -0.40807  0.313
H 5.43397 -0.40940 -0.41407  0.247
H 4.87197 -1.20440 -1.91607  0.358
H 4.66597 0.96960 -1.91807  0.252
C -1.86403 -3.16340 0.20193  -0.028
O -0.83803 -4.05440 0.66693  -0.563
H -1.50103 -2.63340 -0.70507  0.011
H -1.99603 -2.42540 1.01493  -0.145
H -2.87703 -3.55140 0.07293  0.455
H -0.73603 -4.82140 0.04193  0.267
C 1.92497 3.24560 -0.52307  -0.456
O 0.67097 3.69260 -0.92207  -0.498
H 2.07797 3.38060 0.54293  0.266
H 2.69697 3.89960 -0.90307  0.331
H 1.92497 2.16960 -0.71907  0.155
H 0.51397 3.38960 -1.83707  0.299
C -1.14503 -1.63140 3.61093  0.097
O -0.37003 -1.01440 4.55093  -0.647
H -2.02703 -1.02740 3.43193  0.072
H -1.35303 -2.64840 4.00893  0.346
H -0.48703 -1.66840 2.71593  -0.286
H 0.30297 -1.60640 4.94393  0.292

Computed properties:
- energy above the lowest of the compared OMol25 structures with the same formula, charge and spin (kJ/mol) = 1241.7
- lowest unoccupied orbital energy (Eh) = -0.0126
- E (eV) = -61629.81890

[4]
Here is 2 unconnected molecules or ions with the total composition C4H8NO3 from OMol25. Energies are from wB97M-V/def2-TZVPD.

Each line ends with the natural charge from an NBO analysis.
Geometry (Å):
C 1.68675 0.49293 0.16943  -0.736
C 1.85892 0.70940 -1.29671  0.677
O 2.78097 1.32663 -1.81492  -0.660
N 1.06468 -0.06685 -2.10816  -0.830
H 1.09238 0.26565 -3.05323  0.372
H 0.16787 -0.46780 -1.83695  0.439
H 1.88674 1.39770 0.74922  0.215
H 2.36258 -0.26121 0.56149  0.233
H 0.68579 0.12240 0.37799  0.272
C -1.99560 0.08336 1.55180  -0.754
C -1.97156 -1.27713 0.67670  0.788
O -1.03236 -1.33251 -0.17528  -0.841
O -2.65786 -2.18731 1.14476  -0.754
H -2.72620 0.69076 1.03863  0.196
H -1.03748 0.58526 1.40417  0.185
H -2.16564 -0.08125 2.61106  0.199

Computed properties:
- energy above the lowest of the compared OMol25 structures with the same formula, charge and spin (kJ/mol) = 63.6
- lowest unoccupied orbital energy (Eh) = 0.1388
- net charge = -1
- E (eV) = -11912.63534

[5]
Here is C2H4N4O2 in the gas phase from OMol25. Energies are from wB97M-V/def2-TZVPD.

Each line ends with the natural charge from an NBO analysis.
Geometry (Å):
H 2.10491 0.31168 -1.47360  0.342
N 2.23490 0.67522 -0.56039  -0.601
C 1.02009 0.56490 -0.11465  0.603
O 0.70506 1.40211 1.07999  -0.446
C -0.43781 0.66137 1.51189  0.819
O -0.77749 0.41322 2.78788  -0.635
N -0.90318 0.00154 0.55618  -0.508
N -0.12051 0.18691 -0.68975  -0.152
N -0.23020 -1.08361 -1.40470  -0.610
H -2.05835 -0.25725 0.62349  0.461
H -1.48276 -1.02847 -1.61596  0.367
H -0.05464 -1.84763 -0.70037  0.361

Computed properties:
- energy above the lowest of the compared OMol25 structures with the same formula, charge and spin (kJ/mol) = 444.7
- lowest unoccupied orbital energy (Eh) = -0.0121
- E (eV) = -12188.87863

[6]
Here is C6H11N3O2S in the gas phase from OMol25. Energies are from wB97M-V/def2-TZVPD.

Each line ends with the natural charge from an NBO analysis.
Geometry (Å):
C 0.78677 -3.28030 0.00165  -0.080
C -1.22847 0.38619 2.06316  -0.418
C -0.62170 -1.01140 2.16285  -0.247
C -0.09141 1.36342 1.84539  -0.058
C 1.23199 0.58486 -1.46792  -0.609
C 0.39415 0.92942 -0.53442  0.202
N 0.30334 -2.28455 0.39254  0.002
N -0.97379 0.52565 -3.09978  -1.190
N -0.47228 -1.47511 0.83164  -0.295
O 1.39279 0.11164 -4.07634  -0.936
O 0.76738 0.97129 0.78997  -0.519
S 0.54015 0.73277 -3.11898  1.867
H 1.66088 -3.40752 -0.66005  0.217
H -1.84054 0.50941 1.24646  0.213
H -1.66908 0.62349 2.98793  0.214
H 0.24433 -0.77104 2.80541  0.198
H -1.45349 -1.70995 2.60512  0.210
H -0.49932 2.25521 1.45338  0.174
H 0.45422 1.69871 2.70132  0.199
H 2.37212 0.43997 -1.41747  0.261
H -0.65663 1.05251 -0.74068  0.221
H -1.19668 -0.42203 -3.43904  0.383
H 0.55528 2.17738 -3.33214  -0.010

Computed properties:
- energy above the lowest of the compared OMol25 structures with the same formula, charge and spin (kJ/mol) = 848.2
- lowest unoccupied orbital energy (Eh) = 0.0190
- E (eV) = -25793.23198